# 1
C42H34Br2F7N12OSbSr as an isolated structure in a non-equilibrium geometry, computed with ωB97M-V/def2-TZVPD.

Structure (XYZ):
```
100
Properties=species:S:1:pos:R:3:forces:R:3:mulliken_charge:R:1
Sb -3.129410 -0.552996 0.992872 -0.41 -0.52 -0.43 0.84
Sr 0.067613 -0.009529 0.087836 1.05 0.16 -2.34 1.86
Br 0.082270 0.274582 -4.549393 0.09 0.11 0.00 -0.23
Br -3.332301 -3.478363 -7.010517 0.03 0.03 0.07 -0.33
F -0.811685 3.102925 4.184651 0.02 0.02 0.02 -0.42
F -5.728875 4.088398 4.236444 -0.02 0.01 0.03 -0.38
F -1.304037 3.577626 -0.533887 0.01 -0.01 -0.01 -0.39
F -1.839974 6.167221 -0.188176 -0.01 0.01 0.00 -0.37
F -8.735115 -3.329420 1.054387 -0.02 0.00 0.00 -0.37
F 0.623617 -3.962498 4.606740 0.01 0.00 0.03 -0.41
F -1.378012 5.647736 4.471103 -0.01 0.01 0.00 -0.38
O -0.924337 -1.079886 -2.018195 0.09 0.47 0.84 0.15
N -0.774235 1.903111 1.482406 0.19 -0.31 0.19 1.82
N -2.610469 -3.218180 -1.734027 0.02 -0.04 0.03 0.19
N 2.538005 -2.742036 -2.594626 -0.06 -0.01 0.11 -0.69
N 2.139043 2.571402 -1.046340 0.05 0.02 -0.11 -0.36
N 1.340476 -2.921279 -0.800131 0.07 -0.06 0.03 -0.13
N 3.734893 1.852567 -2.324073 -0.10 0.00 0.05 -0.56
N 1.790421 -3.562837 -1.825903 0.06 0.14 -0.04 -0.73
N 1.947459 1.238004 -1.187748 -0.17 0.00 0.21 0.48
N 3.199990 -0.461027 -2.388983 -0.18 0.03 0.07 -0.06
N 1.782335 -1.639234 -0.846100 -0.06 -0.09 0.53 0.13
N 3.181838 2.926156 -1.723572 -0.03 -0.11 -0.02 -0.78
N 2.009121 1.033640 2.155267 -0.52 0.13 0.22 1.31
C -2.155874 -1.836610 3.721017 -0.15 -0.05 0.00 -0.59
C -5.162218 3.053818 3.572677 0.02 -0.02 -0.01 0.46
C -4.648781 0.735712 3.449965 -0.04 -0.13 -0.11 -0.50
C -0.528097 0.945226 2.534141 0.63 0.30 0.79 -1.40
C -1.361011 5.151645 3.212123 0.00 -0.04 0.01 0.44
C -1.694922 -1.717829 -5.499487 -0.03 -0.06 -0.08 -0.39
C -2.915583 -3.299915 -4.143024 -0.03 -0.06 0.00 1.13
C 3.700547 -0.331986 3.503898 0.03 0.00 0.00 -1.35
C -3.964499 2.220940 1.703140 0.15 -0.07 0.04 -0.32
C -3.391084 -4.261903 -1.602075 0.01 0.01 0.06 0.83
C -3.991609 0.929841 2.234119 -0.17 0.39 0.36 0.33
C -3.793258 -4.391843 -3.959353 0.00 -0.02 0.03 -0.93
C -1.575828 5.405942 0.894625 0.00 -0.03 0.01 0.55
C 2.501058 -1.575698 -1.955666 0.12 -0.05 -0.19 0.42
C 2.945707 0.843778 -1.969265 0.22 -0.10 -0.16 -0.10
C -0.282697 -3.299339 3.853423 -0.04 0.01 0.03 0.12
C -2.146070 -1.920712 2.328141 0.37 0.19 0.08 0.56
C -1.407684 -1.602780 -3.049307 -0.25 -0.08 -0.09 -1.03
C -6.485033 -3.345108 1.740720 0.00 -0.04 0.02 -0.64
C 2.310558 2.466246 2.199084 0.14 -0.05 -0.17 0.21
C 3.045767 2.963784 3.443622 0.01 0.01 0.00 -1.57
C 3.173953 0.148248 2.150113 0.01 0.00 -0.13 -0.16
C -2.577608 -2.760398 -5.402954 0.02 0.04 0.01 -0.05
C -1.014044 3.185270 1.783357 0.01 -0.29 -0.04 -1.21
C -5.222984 -2.764219 1.694331 0.04 0.09 -0.02 -0.45
C -7.500434 -2.768875 1.012155 -0.02 0.02 -0.02 0.43
C -1.126788 -1.160884 -4.359744 -0.06 -0.08 0.07 0.20
C -1.075765 3.810969 3.051764 0.11 0.09 0.03 0.48
C -1.281541 4.079870 0.710876 -0.11 0.01 -0.05 -0.23
C -1.625680 5.992812 2.153462 -0.01 -0.02 -0.03 -0.88
C -1.150241 -2.699318 1.723388 0.01 -0.09 -0.08 -0.47
C -5.232418 1.793068 4.132045 0.00 0.02 0.01 -0.96
C -0.211575 -3.392245 2.481776 0.02 -0.06 -0.11 -0.99
C -1.239209 -2.534414 4.494028 0.03 -0.03 -0.01 -0.74
C -4.972508 -1.629243 0.926852 -0.48 -0.06 0.11 0.61
C -2.342832 -2.732980 -2.973695 0.08 0.07 -0.04 -0.13
C -6.039522 -1.077717 0.212525 0.15 -0.04 -0.09 -0.70
C -7.306600 -1.640114 0.242737 -0.01 -0.01 -0.01 -0.68
C -3.583281 -4.845207 -0.228660 0.03 0.00 -0.01 -1.04
C 0.943960 0.658845 3.063689 -0.53 0.08 0.32 -0.05
C -4.021570 -4.874392 -2.706910 -0.03 -0.01 -0.05 -1.05
C -4.544928 3.294019 2.365144 -0.02 0.04 0.03 -0.38
H 4.560912 -0.984597 3.338787 0.00 0.01 0.01 0.50
H 2.946640 -0.723058 1.525628 -0.02 -0.03 0.05 -0.10
H -0.727860 -0.070455 2.203296 -0.87 0.06 -0.18 -0.80
H -1.847785 7.039296 2.289760 0.01 0.00 0.00 0.47
H 2.955116 -0.914470 4.048827 -0.01 0.01 -0.01 0.19
H -1.430295 -1.319528 -6.469867 0.00 0.01 0.01 0.40
H -4.746057 -0.260187 3.868116 0.02 0.00 -0.01 0.38
H -1.060439 -2.786934 0.637818 -0.09 0.06 0.00 0.81
H 0.975459 -0.431049 3.179450 0.09 0.01 0.09 0.12
H 1.007056 1.053252 4.089302 0.35 0.22 -0.10 0.11
H -5.738716 1.652449 5.077914 0.00 0.00 0.00 0.46
H 0.566694 -3.967066 1.995421 0.00 0.02 -0.02 0.59
H -2.867182 -1.196359 4.227767 0.01 0.00 -0.02 0.18
H -4.641932 -4.938698 0.021385 0.00 -0.01 -0.01 0.32
H 3.100142 4.054100 3.414643 0.00 0.00 0.00 0.48
H -4.677378 -5.722899 -2.548592 0.01 0.00 0.00 0.43
H 2.882864 2.709996 1.303412 -0.01 -0.01 0.00 0.48
H -4.263719 -4.844788 -4.822057 0.01 0.00 -0.01 0.32
H 3.576825 -0.542576 -3.316866 0.05 -0.01 0.00 0.31
H 1.368975 2.996746 2.086211 0.02 0.01 0.03 -0.53
H 3.963179 0.685848 1.619523 -0.01 -0.03 -0.03 0.48
H -4.495119 4.300580 1.970515 0.02 -0.01 -0.01 0.39
H 4.068608 2.584604 3.483906 0.00 0.01 0.01 0.35
H -8.132200 -1.218282 -0.314601 0.00 0.00 -0.01 0.44
H -1.198840 1.083172 3.382638 0.09 -0.21 0.18 0.59
H -4.423336 -3.216508 2.267936 0.01 0.02 0.02 0.44
H -6.682603 -4.231497 2.329631 0.01 0.00 0.00 0.43
H -5.884558 -0.189366 -0.391228 0.00 0.00 0.01 0.39
H -3.137960 -5.842428 -0.175320 0.01 0.00 -0.01 0.48
H -3.442963 2.406833 0.771031 -0.02 -0.01 -0.01 0.21
H -1.238889 -2.467197 5.574075 0.00 0.00 0.00 0.44
H -3.098878 -4.214943 0.513673 0.00 -0.02 -0.02 -0.22
H 4.016040 0.492737 4.142902 -0.01 0.00 0.01 0.26
H 2.536607 2.683171 4.368781 -0.01 -0.01 -0.01 0.28
```
Forces are in eV/Å.

Output
HOMO-LUMO gap (Eh): 0.225
Net charge: -2
ΔE to the lowest compared entry with this formula, charge and spin (kcal/mol): 48.1
E_LUMO (eV): 3.6

***

# 2
A 2-piece molecular cluster, C2H2N2P2 overall in a non-equilibrium geometry, computed with ωB97M-V/def2-TZVPD.

Structure (XYZ):
```
8
Properties=species:S:1:pos:R:3:forces:R:3:mulliken_charge:R:1
P 1.028142 -0.428118 -0.231789 -0.19 -1.60 1.13 -0.06
P -1.637473 1.792370 -0.324798 -0.24 0.92 0.05 -0.02
N -2.247178 -0.688272 0.956089 -0.30 -1.51 0.84 -0.32
N 3.692369 -1.024405 -1.112786 0.38 0.00 -0.44 -0.31
C -2.014425 0.353677 0.547557 0.25 0.40 -0.59 0.28
C 2.590670 -0.768335 -0.887795 0.59 0.03 0.07 0.27
H -2.664718 2.429683 0.431120 0.15 0.31 -0.28 0.06
H 1.252614 -1.666601 0.622401 -0.64 1.46 -0.79 0.10
```
Forces are in eV/Å.

Output
HOMO-LUMO gap (alpha / beta) (Eh): 0.259 / 0.276
ΔE to the lowest compared entry with this formula, charge and spin (kcal/mol): 57.0
E_LUMO (alpha / beta) (eV): -2.6 / -2.4

***

# 3
One molecule with the formula C19H36F6INO6P2 in a non-equilibrium geometry, computed with ωB97M-V/def2-TZVPD.

Structure (XYZ):
```
71
Properties=species:S:1:pos:R:3:forces:R:3:mulliken_charge:R:1
I 0.019973 0.007683 1.731848 0.18 -0.37 0.11 0.21
P 0.797406 -3.181314 2.389054 -2.30 -1.87 3.91 0.72
P -2.716658 -2.400082 0.325763 -1.85 -0.16 0.52 0.10
F -6.033594 5.800812 0.801123 0.28 -2.38 1.43 -0.24
F -2.430745 -2.916801 -2.355215 1.62 0.55 0.70 -0.37
F -6.624215 4.477565 2.573326 1.31 0.12 -2.78 -0.24
F -8.093447 3.436534 0.560467 2.46 0.43 -0.39 -0.30
F -6.604094 4.045397 -1.053127 -0.28 -0.52 2.51 -0.30
F -4.649644 4.143864 1.546702 -2.75 0.89 -0.64 -0.22
O 5.447201 3.344182 0.973464 -1.25 -0.70 -0.38 -0.38
O 1.210095 -4.848953 2.536865 0.44 2.99 -1.55 -0.58
O -2.848493 -1.858417 1.939682 0.53 -0.31 -1.05 -0.52
O 2.178687 -2.374999 2.997946 -1.98 -1.44 -1.01 -0.47
O -1.508354 -0.095460 -0.747285 -1.09 -1.90 -0.52 -0.20
O -0.421851 -3.030406 3.313661 3.39 0.10 -2.73 -0.62
N 0.495518 -2.935480 0.715419 0.95 0.23 1.75 0.46
C 0.143868 -1.582088 0.247355 0.85 0.95 -3.06 -1.91
C -1.165492 -2.296786 -1.998047 0.33 0.68 -0.31 -0.04
C 6.268200 0.622441 -0.146339 0.44 -0.71 -0.80 -0.60
C 2.785723 -1.103346 -0.039067 0.72 0.27 -1.78 -0.51
C -6.034383 2.080067 0.279484 0.15 0.07 0.39 -1.16
C -4.750018 1.968991 -0.673577 -0.18 -0.32 0.51 -0.38
C 1.355669 -1.128533 -0.738563 0.21 0.26 0.36 -0.79
C 6.230707 1.958763 -1.028282 0.35 0.15 0.90 -0.56
C -6.713753 3.519130 0.263960 -0.04 -1.29 -0.75 0.81
C -3.808634 0.803262 -0.071195 -0.70 -0.62 -1.01 -0.32
C -1.262827 -1.511151 -0.590814 0.88 -0.82 1.05 1.43
C 4.354362 2.824940 1.745967 -0.91 -0.52 1.08 -0.47
C -2.345535 -4.277515 0.437948 -0.34 -0.19 -0.68 -0.91
C -0.763213 -1.383086 -3.235175 0.45 -0.33 -0.22 -1.17
C -2.839035 0.196790 -1.217901 -0.96 2.23 -0.67 -0.75
C 3.750792 -0.043051 -0.807259 0.34 -0.22 1.69 0.11
C 5.285156 -0.532854 -0.713430 0.13 1.13 0.33 -0.76
C 5.279287 3.111516 -0.437969 0.42 0.30 -1.48 -0.47
C -5.991703 4.507481 1.318814 0.01 0.92 0.46 0.53
H -4.196052 2.960684 -0.729215 -0.68 -1.30 0.05 0.35
H 5.367879 -1.427492 0.000266 -0.11 1.12 -1.27 0.30
H 3.271393 -2.123950 -0.238969 -0.69 1.28 0.82 0.36
H -6.802905 1.277124 0.018693 0.91 1.30 0.20 0.44
H -3.689524 -1.371744 2.039242 0.63 -0.39 -0.37 0.32
H 7.297442 2.382321 -1.059362 -1.54 -0.52 0.11 0.37
H 4.281977 3.345940 2.761684 0.46 -0.48 -1.50 0.27
H 6.110674 0.809580 0.964976 0.03 -0.05 -1.51 0.26
H 3.329619 2.963637 1.256107 1.40 -0.04 0.35 0.25
H -0.049086 -1.999115 -3.887491 -1.06 0.98 0.79 0.32
H 4.182866 2.932463 -0.702419 1.40 0.15 0.45 0.31
H 1.459967 -1.844794 -1.634604 -0.40 0.85 1.29 0.13
H -1.371341 -4.565558 -0.060791 -1.07 0.24 0.98 0.24
H -3.178802 -4.762644 -0.186449 1.14 0.82 0.87 0.37
H -1.661433 -1.083630 -3.880921 1.18 -0.54 1.19 0.33
H 3.701840 0.906818 -0.164507 -0.20 -1.20 -1.28 -0.22
H -0.220289 -0.443520 -2.901856 -0.78 -1.22 -0.39 0.24
H 3.405754 0.181293 -1.862222 0.47 -0.33 1.21 0.53
H -0.396025 -3.122523 -1.853933 -1.23 0.78 -0.29 0.49
H 2.804337 -0.796911 1.046716 -0.28 -0.78 -1.17 0.12
H 4.447355 1.704108 1.983849 0.04 1.44 -0.48 0.15
H -5.691344 1.851410 1.344440 -0.60 0.46 -1.29 0.36
H -3.335427 -0.637931 -1.809692 0.72 0.81 1.09 0.34
H 1.189183 -3.406701 0.109257 -0.52 0.55 0.44 0.48
H 7.337902 0.211058 -0.237029 -1.52 0.49 0.21 0.31
H -2.722011 1.062409 -1.969129 0.10 -1.22 0.98 0.39
H -2.470538 -4.662937 1.494953 0.56 0.65 -1.16 0.34
H 2.025696 -4.997508 2.013844 -0.37 -0.20 0.48 0.29
H 1.138961 -0.106360 -1.176737 0.05 -1.17 0.67 0.51
H 2.094482 -2.434543 3.977833 -0.09 0.07 -0.79 0.33
H -4.535520 -0.037920 0.216273 1.15 1.08 -0.06 0.26
H -5.130786 1.704612 -1.715247 0.72 0.31 1.30 0.34
H -3.218769 1.156753 0.840168 -0.76 -0.48 -1.31 0.17
H 5.664657 -0.767064 -1.755482 -0.43 -0.15 1.28 0.24
H 5.595067 4.075073 -0.977850 -0.52 -1.24 0.85 0.30
H 5.965848 1.718466 -2.109997 0.10 0.34 1.36 0.30
```
Forces are in eV/Å.

Output
HOMO-LUMO gap (Eh): 0.293
E_LUMO (eV): 0.0
SMILES: COCCCCCCC[C@](I)(NP(=O)(O)O)[C@@](OCCCCC(F)(F)C(F)(F)F)([C@H](C)F)P(C)O